The following is a quantum chemistry calculation of a molecular structure, C27H46BrCdN3OP2, from the Open Molecules 2025 dataset.

The geometry in XYZ format:
```
81
Properties=species:S:1:pos:R:3:mulliken_charge:R:1
N -5.09368 3.28503 -4.83225 -0.494
C -4.93731 3.45944 -3.52724 -0.459
C -4.00464 2.74107 -2.77612 -0.489
C -3.09595 1.87049 -3.42626 -0.173
C -3.35147 1.63867 -4.80652 -0.236
C -4.34940 2.37491 -5.45427 -0.466
C -1.94176 1.37690 -2.69295 -1.032
Cd 0.19161 0.15141 -1.85822 2.398
P 2.93109 -0.36489 -1.49678 -0.729
C -0.59778 1.64612 -3.14767 -0.369
C 0.03540 2.92397 -2.68305 0.666
C 1.08601 3.48057 -3.43778 -0.362
C 1.78773 4.57678 -2.93750 -0.556
C 1.50888 5.05204 -1.64822 -0.174
C 0.42541 4.55028 -0.91797 -0.662
C -0.32097 3.50095 -1.44731 0.035
Br 2.65758 6.24053 -0.81388 -0.053
H -2.11905 1.03740 -1.65195 0.392
H -0.30989 1.40542 -4.17637 1.074
H -3.94957 2.87726 -1.70102 0.400
H -2.82939 0.86814 -5.36670 0.428
H -5.57460 4.19714 -3.04174 0.389
H -4.56083 2.23898 -6.52149 0.393
H 1.39224 3.00777 -4.37714 0.429
H -1.13544 3.06421 -0.86340 0.310
H 2.59749 5.00566 -3.50358 0.459
H 0.19964 4.96209 0.06629 0.453
P -0.97675 -2.20601 -1.79090 -0.051
C 2.64596 1.40799 -1.25385 0.440
C 3.93951 2.21276 -1.10473 -1.399
H 1.99697 1.53763 -0.36845 0.357
H 2.11326 1.77581 -2.14697 -0.381
H 3.69545 3.26266 -0.90086 0.287
H 4.55494 1.81743 -0.28661 0.433
H 4.51289 2.17134 -2.03769 0.349
C 2.50757 -1.20751 -3.05158 1.014
C 3.68720 -1.99099 -3.66565 -1.507
H 2.15894 -0.43499 -3.75950 0.370
H 1.65916 -1.88941 -2.85135 -0.963
H 3.46100 -2.22300 -4.71391 0.412
H 4.62081 -1.41519 -3.63893 0.411
H 3.86902 -2.93955 -3.14521 0.365
C 2.47959 -1.31697 -0.04009 0.752
C 3.61373 -1.67543 0.92748 -1.500
H 2.07789 -2.25300 -0.45713 0.002
H 1.66113 -0.78730 0.47215 0.033
H 3.25653 -2.43822 1.62792 0.425
H 4.47515 -2.09689 0.40420 0.367
H 3.95829 -0.82353 1.51782 0.365
C -0.54621 -2.81185 -0.09488 0.617
C -1.18647 -4.14764 0.23231 -1.480
H -0.86472 -2.02300 0.60854 -0.573
H 0.54656 -2.87690 -0.01874 0.069
H -2.24318 -4.02701 0.49470 0.321
H -1.08126 -4.85608 -0.59690 0.336
H -0.66657 -4.58118 1.09673 0.432
C -0.27943 -3.51054 -2.92208 -0.910
C -0.29650 -3.12459 -4.40856 -1.187
H -0.86653 -4.42848 -2.75598 0.510
H 0.75050 -3.72070 -2.58315 0.582
H -1.31625 -3.01235 -4.80215 0.377
H 0.25979 -2.20018 -4.62792 0.177
H 0.18441 -3.92782 -4.97874 0.403
C -2.75776 -2.66705 -1.90007 -0.611
C -3.72091 -1.89865 -0.98544 -0.714
H -2.84541 -3.74906 -1.70064 0.555
H -3.03249 -2.51005 -2.95521 0.532
H -4.31028 -1.19189 -1.57914 0.339
H -4.41507 -2.59464 -0.49909 0.382
H -3.20520 -1.33530 -0.19592 -0.297
C 0.42575 1.30951 3.20757 -0.507
N -0.84121 0.62570 3.28681 -0.240
C -1.45830 0.07941 2.20963 0.496
N -2.64455 -0.55308 2.54099 -0.387
O -0.98792 0.10077 1.04564 -0.548
H 0.74447 1.37414 2.16323 -0.060
H 1.18631 0.77484 3.78788 0.309
H 0.32030 2.31942 3.61541 0.343
H -1.28896 0.52226 4.18986 0.190
H -3.25439 -0.86775 1.79717 0.169
H -3.07750 -0.28071 3.41236 0.221
```

Properties
* energy relative to the best compared isomer or geometry (same formula, charge and spin): 314.98 kJ/mol
* LUMO level (spin up / spin down): -0.3028 / -0.2902 hartree
* total charge: +2

---

The following is a quantum chemistry calculation of a molecular structure, C27H46BrCrNOP2S, from the Open Molecules 2025 dataset.

The geometry in XYZ format:
```
80
Properties=species:S:1:pos:R:3:mulliken_spin:R:1
N -5.23840 -1.45108 3.54262 -0.008
C -4.38638 -0.60074 4.10783 0.004
C -3.88683 0.50776 3.42911 -0.008
C -4.28066 0.72305 2.10174 0.007
C -5.17082 -0.20910 1.51250 -0.006
C -5.62100 -1.27702 2.27599 0.003
C -3.69502 1.77902 1.30478 -0.030
Cr 0.33639 0.63363 -1.46666 3.627
P 2.89860 0.39080 -1.57000 -0.062
C -3.74905 1.77688 -0.05674 -0.002
C -2.52968 2.06026 -0.80474 0.013
C -2.34744 1.48102 -2.07426 0.016
C -1.12810 1.60111 -2.76763 -0.002
C -0.10132 2.50709 -2.23682 0.039
C -0.29275 3.09822 -0.95845 0.042
C -1.48539 2.85393 -0.25866 0.103
Br 1.25931 3.21155 -3.56161 0.028
H -3.12318 2.55420 1.82657 -0.001
H -4.58773 1.37271 -0.62757 -0.001
H -3.15507 1.14472 3.90567 0.000
H -5.46239 -0.14773 0.47059 0.000
H -4.11361 -0.79553 5.14453 0.000
H -6.32165 -1.99205 1.84919 0.000
H -3.22511 1.05325 -2.55848 -0.004
H -1.67259 3.42359 0.65162 0.009
H -1.09510 1.36165 -3.83921 -0.007
H 0.44460 3.81956 -0.60826 0.003
P -0.22135 -1.80596 -1.05372 -0.015
C 3.28604 2.02937 -0.82730 0.027
C 4.15869 2.96734 -1.64784 -0.001
H 3.75496 1.82875 0.15170 0.002
H 2.32132 2.53010 -0.61929 0.015
H 4.27742 3.90136 -1.07718 0.001
H 5.16247 2.56153 -1.84110 0.000
H 3.66915 3.23187 -2.59556 -0.001
C 2.65158 0.22370 -3.38116 0.103
C 3.82132 0.56457 -4.29159 0.015
H 1.79650 0.88021 -3.66267 -0.049
H 2.32149 -0.82044 -3.55176 0.019
H 3.41130 0.77674 -5.28614 0.000
H 4.36420 1.45926 -3.96873 -0.002
H 4.51511 -0.27456 -4.40209 0.000
C 4.28921 -0.70955 -1.10558 -0.005
C 5.65475 -0.16777 -1.54961 -0.010
H 4.10887 -1.68909 -1.57670 0.000
H 4.24683 -0.84340 -0.01048 0.000
H 6.41737 -0.92372 -1.31544 -0.001
H 5.68638 0.00809 -2.63500 0.002
H 5.93494 0.76169 -1.03194 0.000
C 0.59479 -3.16407 -0.12283 0.018
C 1.89549 -3.72689 -0.69133 0.007
H -0.16358 -3.96193 -0.09979 -0.009
H 0.72331 -2.83096 0.91628 0.002
H 2.24819 -4.52322 -0.02082 0.000
H 1.72972 -4.17228 -1.68148 0.000
H 2.68591 -2.96642 -0.76605 -0.002
C -0.23061 -2.47033 -2.75729 -0.010
C -1.29654 -1.89270 -3.67444 0.032
H -0.35423 -3.55721 -2.63990 -0.003
H 0.76998 -2.30412 -3.18078 -0.009
H -1.12515 -2.26032 -4.69200 0.006
H -2.29871 -2.20346 -3.36790 -0.001
H -1.27668 -0.79435 -3.70492 0.005
C -1.98317 -1.89492 -0.48715 0.011
C -2.36382 -2.93154 0.56735 0.000
H -2.57268 -2.05024 -1.39778 0.006
H -2.22962 -0.89311 -0.11558 -0.006
H -3.43439 -2.83349 0.78236 -0.001
H -2.19288 -3.95756 0.21659 0.000
H -1.82420 -2.76597 1.50930 0.000
C 0.43390 1.82243 2.46257 -0.001
S 0.42182 0.35228 1.44410 0.074
C 1.97276 -0.40541 1.98599 0.016
O -0.65169 -0.53029 2.01688 0.002
H 1.44889 2.02071 2.82945 -0.003
H -0.26672 1.67928 3.29568 0.001
H 0.10812 2.64643 1.82228 0.003
H 1.94864 -0.47825 3.08620 -0.001
H 2.04191 -1.41111 1.55825 -0.004
H 2.84151 0.17715 1.66697 0.001
```

Properties
* energy relative to the best compared isomer or geometry (same formula, charge and spin): 135.31 kJ/mol
* 2S+1: 5
* ⟨S²⟩: 6.113
* LUMO level (spin up / spin down): -0.2897 / -0.2692 hartree
* total charge: +2

---

The following is a quantum chemistry calculation of a molecular structure, C27H46BrNOP2PdS, from the Open Molecules 2025 dataset.

The geometry in XYZ format:
```
80
Properties=species:S:1:pos:R:3:mulliken_charge:R:1
N 3.81993 -2.23701 -5.12567 -0.637
C 2.94591 -3.14294 -4.67805 -0.303
C 1.64981 -2.80114 -4.26837 -0.611
C 1.23870 -1.45532 -4.38732 0.932
C 2.14475 -0.52734 -4.96386 -0.571
C 3.43711 -0.96955 -5.29518 -0.275
C -0.03092 -1.01052 -3.87130 -0.660
Pd -0.27403 3.80604 0.49490 -0.344
P -3.22720 0.76392 3.15041 0.172
C -0.53406 0.23866 -4.16414 -0.800
C -1.10923 1.09510 -3.17767 0.525
C -1.18298 2.48788 -3.42872 -0.563
C -1.05631 3.37209 -2.36418 -0.309
C -0.93966 2.78522 -1.08876 -0.760
C -1.28172 1.45574 -0.79311 -0.061
C -1.36313 0.58159 -1.87740 -0.735
Br -0.41545 4.65165 2.83589 -0.584
H -0.58731 -1.72351 -3.25582 0.431
H -0.34310 0.68148 -5.14758 0.580
H 0.96924 -3.56507 -3.90191 0.506
H 1.85505 0.51087 -5.13599 0.248
H 3.29368 -4.16860 -4.59409 0.361
H 4.16967 -0.25646 -5.67481 0.368
H -1.23799 2.80800 -4.46647 0.367
H -1.57475 -0.48019 -1.74467 0.706
H -1.01073 4.44777 -2.47407 0.468
H -1.42239 1.14607 0.24098 0.800
P 1.75100 2.98199 -0.00878 1.180
C -4.34800 -0.51497 2.45134 -0.371
C -5.41996 -1.09119 3.36251 -1.312
H -3.70000 -1.30938 2.05199 0.141
H -4.82870 -0.03219 1.58303 0.414
H -5.87022 -1.96251 2.86713 0.375
H -5.02855 -1.42429 4.33151 0.259
H -6.23119 -0.37379 3.52824 0.392
C -4.09720 1.67298 4.50645 -0.423
C -3.51911 1.70111 5.92016 -1.136
H -5.14692 1.35192 4.48617 0.302
H -4.05184 2.71546 4.14564 0.345
H -4.06063 2.46551 6.48479 0.395
H -3.62114 0.76134 6.47102 0.224
H -2.46562 1.99512 5.92487 0.274
C -1.89927 -0.21935 3.97822 -0.118
C -2.25129 -1.38281 4.89585 -1.194
H -1.30641 0.52536 4.53304 0.424
H -1.26842 -0.56698 3.14456 0.017
H -1.31531 -1.89965 5.14040 0.436
H -2.69711 -1.06097 5.84619 0.178
H -2.90963 -2.11779 4.41640 0.223
C 2.33730 1.73312 1.18819 -0.072
C 2.38635 2.22114 2.62684 -1.323
H 3.34761 1.43554 0.85440 0.343
H 1.67204 0.86554 1.06951 -0.059
H 3.13387 3.01309 2.73943 0.342
H 1.42218 2.62958 2.95834 0.151
H 2.64529 1.37635 3.27777 0.425
C 2.78130 4.48276 0.11506 -0.786
C 2.07110 5.75763 -0.32074 -1.107
H 3.64386 4.29203 -0.53068 0.467
H 3.12483 4.53088 1.15603 0.408
H 2.56386 6.62808 0.12725 0.389
H 2.09315 5.87530 -1.40710 0.315
H 1.01719 5.79794 -0.00229 0.181
C 2.15390 2.19108 -1.61251 -0.039
C 2.68124 0.74957 -1.62754 -0.815
H 2.86585 2.87109 -2.09392 0.700
H 1.21750 2.23921 -2.18769 -0.313
H 2.75007 0.39659 -2.66356 0.040
H 3.67623 0.64455 -1.18172 0.477
H 1.99871 0.07191 -1.09428 -0.044
C 1.65542 -3.01212 -0.60900 -1.076
S 0.04739 -2.29032 -0.25726 0.947
C -0.85204 -3.77760 0.23815 -1.305
O 0.17219 -1.40315 0.94829 -0.675
H 1.85316 -2.95073 -1.68478 0.196
H 1.62431 -4.06047 -0.29823 0.479
H 2.40655 -2.45349 -0.04546 0.360
H -0.65581 -3.96754 1.30014 0.351
H -1.91709 -3.58008 0.06061 0.341
H -0.53323 -4.62434 -0.38277 0.433
```

Properties
* energy relative to the best compared isomer or geometry (same formula, charge and spin): 0.00 kJ/mol
* LUMO level: -0.0275 hartree

---

Which largest force on an atom belongs to each record? In order, 2.48, 4.14, 1.65 eV Å⁻¹.